[1]
The following is a quantum chemistry calculation of an isolated ion of composition C5H8N and charge +1, from OMol25.

```
! RIJCOSX wB97M-V def2-TZVPD def2/J DEFGRID3
* xyz 1 1
C 1.206 1.239 0.154
N -0.127 0.744 0.639
C -1.467 1.219 -0.109
C -1.987 -0.055 -0.114
C -0.662 -0.428 -0.067
C 0.226 -1.546 -0.434
H 1.612 0.671 -0.718
H 1.202 2.221 -0.174
H 1.904 1.205 0.929
H -0.292 0.763 1.611
H -3.028 -0.500 -0.443
H 0.200 -2.201 0.549
H 1.268 -1.222 -0.510
H -0.055 -2.111 -1.315
*
```

## Properties
LUMO level in Ha: -0.1775
Frontier orbital gap in eV: 9.52
Energy relative to the best compared isomer or geometry (same formula, charge and spin) in kcal per mole: 123.0
SMILES string: C[N@H+]1C2=C[C@@]21C

Atom-resolved charges from Mulliken, all expressed in e: C -0.898; N 0.172; C -0.466; C 0.007; C 0.294; C -0.898; H 0.323; H 0.350; H 0.416; H 0.369; H 0.347; H 0.297; H 0.345; H 0.343

=====

[2]
The following is a quantum chemistry calculation of an isolated ion of composition C5H8N and charge +1, from OMol25.

```
! RIJCOSX wB97M-V def2-TZVPD def2/J DEFGRID3
* xyz 1 1
C -1.105 1.383 -0.994
C 0.006 0.582 -0.423
C 1.028 -0.142 -0.836
C 1.217 -0.732 0.621
N -0.031 -1.432 0.864
C 0.031 0.060 1.049
H -1.836 1.441 -0.139
H -1.610 0.875 -1.880
H -0.774 2.388 -1.247
H 1.752 -0.148 -1.625
H 2.187 -1.071 1.009
H -0.341 -1.692 -0.053
H -0.186 -1.965 1.641
H -0.336 0.454 2.014
*
```

## Properties
LUMO level in Ha: -0.1357
Frontier orbital gap in eV: 10.87
Energy relative to the best compared isomer or geometry (same formula, charge and spin) in kcal per mole: 84.6
SMILES string: CC1=C[C@@H]2[NH2+][C@H]12

Atom-resolved charges from Mulliken, all expressed in e: C -1.072; C 0.526; C -0.855; C 0.177; N -0.159; C -0.416; H 0.342; H 0.291; H 0.317; H 0.396; H 0.465; H 0.296; H 0.262; H 0.432

=====

[3]
The following is a quantum chemistry calculation of an isolated ion of composition C5H8N and charge +1, from OMol25.

```
! RIJCOSX wB97M-V def2-TZVPD def2/J DEFGRID3
* xyz 1 1
C 1.229 0.776 1.803
C 0.382 0.796 0.683
C -0.719 1.355 -0.082
C -0.288 -0.122 -0.196
C 0.275 -0.956 -1.277
N -0.870 -1.419 -0.446
H 1.674 -0.210 1.926
H 1.534 1.695 2.333
H -1.665 1.787 0.340
H -0.596 2.049 -0.911
H 0.262 -0.696 -2.312
H 1.314 -1.332 -1.200
H -1.820 -1.476 -0.916
H -0.713 -2.247 0.254
*
```

## Properties
LUMO level in Ha: -0.1357
Frontier orbital gap in eV: 10.18
Energy relative to the best compared isomer or geometry (same formula, charge and spin) in kcal per mole: 105.9
SMILES string: C=C1C[C@@]12C[NH2+]2

Atom-resolved charges from Mulliken, all expressed in e: C -0.658; C 0.024; C -0.540; C 0.533; C -0.518; N -0.218; H 0.249; H 0.296; H 0.270; H 0.259; H 0.305; H 0.272; H 0.357; H 0.367

=====

[4]
The following is a quantum chemistry calculation of a 2-piece molecular cluster, C5H8N overall, from OMol25.

```
! RIJCOSX wB97M-V def2-TZVPD def2/J DEFGRID3
* xyz 1 1
C 0.170 1.499 1.923
C -0.794 2.273 2.091
C -1.898 3.159 2.146
C 1.302 -0.812 -0.452
C 0.361 -2.415 -2.096
N 1.479 -1.691 -1.309
H 0.969 0.804 1.987
H -2.894 2.764 2.279
H -1.707 4.206 2.120
H 0.263 -0.417 -0.123
H 0.060 -3.330 -1.477
H -0.509 -1.734 -2.157
H 0.814 -2.557 -3.056
H 2.383 -1.747 -1.877
*
```

## Properties
LUMO level (spin up / spin down) in Ha: -0.2908 / -0.2930
Frontier orbital gap (spin up / spin down) in eV: 3.24 / 3.16
Energy relative to the best compared isomer or geometry (same formula, charge and spin) in kcal per mole: 190.9

Atom-resolved charges from Mulliken, all expressed in e: C 0.348; C -0.257; C -0.401; C -0.228; C -0.722; N -0.048; H 0.560; H 0.287; H 0.285; H -0.016; H 0.265; H 0.288; H 0.307; H 0.334

=====

[5]
The following is a quantum chemistry calculation of a 2-piece molecular cluster, C5H8N overall, from OMol25.

```
! RIJCOSX wB97M-V def2-TZVPD def2/J DEFGRID3
* xyz 1 1
C -0.580 0.973 0.191
C -0.407 -0.185 -0.884
C -1.803 0.286 0.688
C -1.621 -0.837 -0.318
C 0.440 0.861 -0.699
N 2.484 -0.081 0.141
H -1.735 0.035 1.746
H -2.679 0.921 0.549
H -2.394 -0.961 -1.079
H -1.385 -1.821 0.087
H 1.212 1.424 -1.165
H 2.415 -0.765 0.887
H 3.075 0.671 0.483
H 2.979 -0.520 -0.629
*
```

## Properties
LUMO level in Ha: -0.1685
Frontier orbital gap in eV: 9.87
Energy relative to the best compared isomer or geometry (same formula, charge and spin) in kcal per mole: 128.0

Atom-resolved charges from Mulliken, all expressed in e: C 0.061; C 0.100; C -0.361; C -0.315; C -0.110; N -0.785; H 0.307; H 0.287; H 0.296; H 0.288; H 0.409; H 0.261; H 0.282; H 0.279

=====

[6]
The following is a quantum chemistry calculation of C5H8N as an isolated structure, from OMol25.

```
! RIJCOSX wB97M-V def2-TZVPD def2/J DEFGRID3
* xyz 1 1
C 1.063 -0.329 -0.583
C 2.103 0.649 -0.275
C -1.689 -0.762 0.189
C -1.315 0.663 0.498
C 2.111 -0.381 0.534
N -0.765 0.042 -0.638
H 1.111 -0.988 -1.409
H 2.719 1.394 -0.724
H -1.328 -1.652 0.649
H -2.649 -0.795 -0.264
H -1.843 1.668 0.518
H -0.703 0.806 1.493
H 2.242 -0.729 1.548
H -1.056 0.414 -1.537
*
```

## Properties
LUMO level in Ha: -0.1300
Frontier orbital gap in eV: 11.61
Energy relative to the best compared isomer or geometry (same formula, charge and spin) in kcal per mole: 122.8

Atom-resolved charges from Mulliken, all expressed in e: C -0.338; C -0.196; C -0.284; C -0.372; C -0.158; N -0.142; H 0.438; H 0.358; H 0.262; H 0.282; H 0.265; H 0.215; H 0.356; H 0.313

=====

[7]
The following is a quantum chemistry calculation of an isolated ion of composition C5H8N and charge +1, from OMol25.

```
! RIJCOSX wB97M-V def2-TZVPD def2/J DEFGRID3
* xyz 1 1
C 0.495 -1.652 -0.782
C 0.193 -0.411 -0.394
C 0.555 0.856 -1.038
N -0.746 -0.288 0.802
C -0.423 0.423 2.148
C -1.476 0.808 1.553
H 1.110 -1.833 -1.679
H 0.156 -2.472 -0.267
H 0.711 0.722 -2.057
H -0.250 1.622 -0.783
H 1.491 1.233 -0.664
H -1.134 -1.205 0.802
H 0.473 0.562 2.610
H -2.560 1.108 1.630
*
```

## Properties
LUMO level in Ha: -0.1669
Frontier orbital gap in eV: 9.85
Energy relative to the best compared isomer or geometry (same formula, charge and spin) in kcal per mole: 108.9
SMILES string: C=C(C)[NH+]1C=C1

Atom-resolved charges from Mulliken, all expressed in e: C -1.093; C 0.937; C -1.130; N -0.106; C 0.016; C -0.207; H 0.268; H 0.354; H 0.399; H 0.296; H 0.298; H 0.248; H 0.395; H 0.324

=====

[8]
The following is a quantum chemistry calculation of an isolated ion of composition C5H8N and charge +1, from OMol25.

```
! RIJCOSX wB97M-V def2-TZVPD def2/J DEFGRID3
* xyz 1 1
C 2.019 -2.204 0.789
C 1.109 -1.511 0.119
C 0.909 -0.129 0.332
C 0.031 0.567 -0.310
C -0.880 1.241 -0.982
N -2.146 1.653 -0.371
H 2.914 -1.737 1.245
H 2.329 -3.239 0.674
H 0.312 -2.038 -0.372
H 1.429 0.393 1.207
H -0.684 1.708 -1.837
H -2.181 2.629 -0.535
H -2.186 1.649 0.703
H -2.975 1.018 -0.661
*
```

## Properties
LUMO level in Ha: -0.1490
Frontier orbital gap in eV: 9.09
Energy relative to the best compared isomer or geometry (same formula, charge and spin) in kcal per mole: 80.3
SMILES string: C=CC=C=C[NH3+]

Atom-resolved charges from Mulliken, all expressed in e: C -0.753; C -0.062; C 0.040; C 0.031; C -0.676; N -0.323; H 0.245; H 0.308; H 0.315; H 0.308; H 0.424; H 0.359; H 0.402; H 0.381

=====

[9]
The following is a quantum chemistry calculation of an isolated ion of composition C5H8N and charge +1, from OMol25.

```
! RIJCOSX wB97M-V def2-TZVPD def2/J DEFGRID3
* xyz 1 1
C 2.788 0.473 0.137
C -0.473 0.381 0.435
C 1.238 -0.029 0.140
C 1.363 -1.476 -0.279
C -1.179 1.535 -0.225
N 3.846 0.909 -0.041
H -1.134 -0.450 0.242
H -0.337 0.523 1.581
H 0.395 -1.855 -0.436
H 2.222 -2.061 0.224
H 1.958 -1.438 -1.179
H -2.133 1.558 0.189
H -1.288 1.127 -1.270
H -0.760 2.545 -0.135
*
```

## Properties
LUMO level in Ha: -0.2882
Frontier orbital gap in eV: 9.22
Energy relative to the best compared isomer or geometry (same formula, charge and spin) in kcal per mole: 139.8

Atom-resolved charges from Mulliken, all expressed in e: C 0.046; C -0.414; C 0.685; C -1.110; C -1.037; N -0.190; H 0.414; H 0.371; H 0.332; H 0.436; H 0.442; H 0.354; H 0.318; H 0.353

=====

[10]
The following is a quantum chemistry calculation of a 2-piece molecular cluster, C5H8N overall, from OMol25.

```
! RIJCOSX wB97M-V def2-TZVPD def2/J DEFGRID3
* xyz 1 1
C 2.376 -0.763 0.103
C 2.262 0.382 0.435
C 0.419 0.826 -0.829
C -1.276 -0.898 -0.222
C -1.587 0.184 0.707
N -0.546 0.305 -0.187
H 2.401 -1.784 0.221
H 2.421 1.375 0.527
H 0.627 1.861 -0.722
H 0.746 0.322 -1.693
H -0.834 -1.777 0.079
H -1.907 -0.958 -1.220
H -2.347 0.865 0.514
H -1.561 0.091 1.815
*
```

## Properties
LUMO level in Ha: -0.1738
Frontier orbital gap in eV: 10.17
Energy relative to the best compared isomer or geometry (same formula, charge and spin) in kcal per mole: 131.5

Atom-resolved charges from Mulliken, all expressed in e: C -0.326; C -0.387; C -0.614; C -0.474; C -0.274; N 0.194; H 0.428; H 0.512; H 0.485; H 0.368; H 0.302; H 0.258; H 0.279; H 0.248

=====

no.,energy (eV)
1,-6792.7536
2,-6794.4179
3,-6793.4957
4,-6789.8086
5,-6792.5368
6,-6792.7644
7,-6793.3675
8,-6794.6043
9,-6792.0271
10,-6792.3869